15
Properties=species:S:1:pos:R:3:forces:R:3:mulliken_charge:R:1 method="wB97M-V/def2-TZVPD" gap_ev="6.9729 / 7.2974" max_force_ev_per_a=3.340 relative_energy_kj_mol=349.5
B 1.3547 0.2636 -0.1997 1.582 -1.447 0.991 0.54
C -0.2476 -1.8281 -0.0697 0.941 -1.675 0.402 0.06
C -1.6120 -1.3295 0.0186 1.689 0.892 -0.779 -0.43
C -1.6477 1.4640 0.6454 -0.491 0.620 -0.485 -0.61
C 1.0100 -1.2871 -0.0239 -1.662 2.111 -0.873 -0.52
O 2.5728 0.6372 0.3418 -0.295 -3.014 0.665 -0.54
O 0.7124 1.2028 -0.9081 -1.289 2.471 -1.082 -0.48
S -2.3070 0.1729 -0.1658 -0.343 1.091 0.692 0.08
H -0.2805 -2.9643 -0.2106 0.038 1.532 0.432 0.18
H -2.2712 -2.0284 -0.4234 -0.993 -0.477 -0.182 0.28
H -2.0084 2.5602 0.5080 0.382 -2.496 0.044 0.24
H -0.7740 1.2840 1.2471 0.128 0.195 0.095 0.35
H 1.9126 -1.8719 -0.1162 -0.200 -0.578 0.129 0.33
H 2.6128 1.5424 0.2614 0.838 3.228 -0.174 0.24
H 0.9731 2.1822 -0.9049 -0.325 -2.455 0.125 0.28